Entry 1:
Molecular formula: C46H35CuFN6O4P
Method: DFT, ωB97M-V/def2-TZVPD

Geometry as XYZ:
```
94
C46H35CuFN6O4P (ωB97M-V/def2-TZVPD)
Cu -0.81 -1.75 -0.24
C 3.47 -2.81 5.62
C 2.36 -1.83 5.97
C 1.59 -2.31 7.19
C 0.54 -1.29 7.58
C -0.35 -0.99 6.41
C -1.64 -0.53 6.59
C -2.45 -0.26 5.50
F -3.70 0.19 5.74
C -2.02 -0.45 4.22
C -0.72 -0.92 4.01
C -0.29 -1.14 2.61
O -1.10 -0.95 1.70
C 1.08 -1.54 2.46
C 1.83 -1.75 3.57
N 1.42 -1.63 4.85
C 0.12 -1.18 5.09
C 1.81 -1.73 1.14
O 3.04 -1.75 1.17
O 1.12 -1.71 0.07
H 4.04 -3.03 6.53
H 4.17 -2.42 4.88
H 3.06 -3.75 5.24
H 2.81 -0.86 6.21
H 2.30 -2.47 8.01
H 1.12 -3.27 6.96
H 1.03 -0.38 7.93
H -0.07 -1.66 8.41
H -2.03 -0.38 7.59
H -2.66 -0.26 3.36
H 2.86 -2.03 3.40
C 2.89 -2.00 -4.86
C 1.79 -1.32 -5.36
C 0.64 -1.21 -4.61
C 0.60 -1.77 -3.34
C 1.70 -2.45 -2.82
C 2.84 -2.57 -3.60
N -0.55 -1.66 -2.50
N -1.63 -1.50 -3.10
C -2.76 -1.36 -2.25
C -3.98 -1.19 -2.89
C -5.12 -1.01 -2.12
C -5.01 -1.03 -0.73
C -3.77 -1.22 -0.12
C -2.61 -1.40 -0.86
H 3.80 -2.08 -5.45
H 1.83 -0.87 -6.35
H -0.23 -0.68 -4.98
H 1.65 -2.84 -1.82
H 3.70 -3.09 -3.20
H -4.02 -1.19 -3.97
H -6.09 -0.88 -2.59
H -5.90 -0.89 -0.12
H -3.72 -1.24 0.96
O -0.50 1.59 -0.37
P -0.03 2.44 -1.50
C 1.67 2.12 -2.01
C 2.18 0.86 -1.72
C 3.48 0.54 -2.07
C 4.27 1.47 -2.73
C 3.77 2.74 -3.02
C 2.47 3.07 -2.65
C -1.06 2.31 -2.98
C -0.57 2.46 -4.27
C -1.43 2.43 -5.36
C -2.79 2.24 -5.15
C -3.29 2.06 -3.87
C -2.42 2.09 -2.78
C -0.08 4.20 -1.08
C -0.31 5.21 -2.01
C -0.30 6.54 -1.62
C -0.07 6.87 -0.29
C 0.14 5.87 0.65
C 0.14 4.54 0.25
H 1.57 0.13 -1.21
H 3.86 -0.45 -1.82
H 5.29 1.22 -3.01
H 4.39 3.47 -3.52
H 2.09 4.06 -2.86
H 0.50 2.59 -4.43
H -1.04 2.54 -6.36
H -3.47 2.20 -6.00
H -4.34 1.88 -3.71
H -2.80 1.92 -1.78
H -0.51 4.96 -3.05
H -0.48 7.32 -2.34
H -0.07 7.91 0.02
H 0.31 6.12 1.69
H 0.28 3.74 0.97
N -3.21 -7.47 -0.54
C -2.28 -6.78 -0.49
N -1.16 -6.09 -0.45
C -1.14 -4.87 -0.03
N -1.00 -3.78 0.37
```

Orbital gap (alpha / beta), eV: 7.13 / 7.22
Net charge: -1
Largest force on an atom, eV Å⁻¹: 0.87
Spin multiplicity: 2
Lowest unoccupied orbital energy (alpha / beta), eV: 2.0956 / 2.0954

Entry 2:
Molecular formula: C14H37FN12O11P2
Method: DFT, ωB97M-V/def2-TZVPD

Geometry as XYZ:
```
77
C14H37FN12O11P2 (ωB97M-V/def2-TZVPD)
C -1.12 -3.98 4.50
C -1.37 -2.33 4.60
C -2.26 -1.84 5.91
N -0.81 -1.51 3.66
C -1.83 -0.98 2.67
C -3.21 -1.82 2.37
C -2.87 -3.21 1.51
C -4.17 -4.25 1.55
F -4.69 -4.49 2.92
O -1.09 -1.17 1.38
C -1.68 -0.10 0.50
O -1.55 0.06 -0.84
O -2.45 0.89 1.32
C -1.83 0.66 2.67
P -2.72 1.57 4.09
N -4.15 0.69 4.69
O -1.54 1.64 5.41
P -0.06 1.39 2.33
O -0.26 3.14 2.20
O 1.05 0.97 3.61
H -2.09 -4.49 4.05
H -0.97 -4.39 5.60
H -0.22 -4.20 3.79
H -3.40 -1.80 5.55
H -2.16 -2.62 6.81
H -1.88 -0.81 6.33
H -3.96 -1.21 1.67
H -3.85 -2.05 3.35
H -1.86 -3.71 1.82
H -2.76 -2.91 0.36
H -5.02 -3.84 0.83
H -3.77 -5.24 1.01
H -3.91 0.41 5.69
H -4.99 1.33 4.82
H -0.90 0.87 5.34
H -1.08 3.26 1.60
H 1.78 0.42 3.15
N 3.39 0.40 -1.87
C 2.39 -0.13 -1.14
N 1.16 0.03 -1.66
O 2.58 -0.70 -0.08
H 3.25 0.87 -2.75
H 4.33 0.30 -1.51
H 0.39 -0.34 -1.14
H 0.99 0.50 -2.54
N -0.87 2.01 -4.24
C 0.18 2.68 -4.74
N -0.14 3.66 -5.60
O 1.33 2.42 -4.42
H -1.83 2.20 -4.48
H -0.68 1.26 -3.58
H 0.63 4.19 -6.00
H -1.08 3.88 -5.87
N 4.05 4.39 -6.34
C 3.44 5.60 -6.31
N 4.02 6.49 -5.49
O 2.44 5.85 -6.96
H 4.87 4.17 -5.80
H 3.64 3.69 -6.94
H 3.60 7.41 -5.44
H 4.84 6.30 -4.94
N -1.24 -7.70 -0.95
C -1.43 -6.61 -0.17
N -0.31 -6.10 0.36
O -2.54 -6.13 0.02
H -0.34 -8.11 -1.12
H -2.06 -8.11 -1.37
H -0.41 -5.28 0.95
H 0.61 -6.48 0.21
N 3.97 4.43 -1.87
C 5.06 4.20 -2.63
N 6.14 3.78 -1.95
O 5.06 4.37 -3.84
H 3.95 4.30 -0.87
H 3.13 4.74 -2.34
H 6.98 3.60 -2.48
H 6.16 3.64 -0.95
```

Orbital gap, eV: 7.51
Largest force on an atom, eV Å⁻¹: 9.54
Lowest unoccupied orbital energy, eV: -0.7071

Entry 3:
Molecular formula: C30H54F2O30
Method: DFT, ωB97M-V/def2-TZVPD

Geometry as XYZ:
```
116
C30H54F2O30 (ωB97M-V/def2-TZVPD)
O -7.57 3.32 -2.69
C -7.01 4.16 -1.99
O -7.63 4.98 -1.10
C -6.76 5.80 -0.43
C -5.41 5.57 -1.13
F -4.47 5.02 -0.30
O -5.74 4.51 -2.02
H -7.13 6.82 -0.50
H -6.80 5.47 0.61
H -4.95 6.34 -1.75
O 3.41 -6.61 1.64
C 3.28 -5.42 1.47
O 3.36 -4.45 2.36
C 3.06 -3.23 1.77
C 3.36 -3.49 0.25
F 4.63 -3.24 -0.03
O 3.10 -4.87 0.22
H 2.00 -3.04 1.94
H 3.72 -2.49 2.23
H 2.73 -2.88 -0.39
C -2.70 2.66 0.50
O -1.40 2.19 0.59
C -0.92 1.36 -0.30
O -1.53 0.84 -1.25
O 0.39 1.15 -0.02
C 1.20 0.46 -0.95
H -3.45 1.89 0.30
H -2.76 3.46 -0.24
H -2.99 3.27 1.36
H 0.86 0.60 -1.97
H 1.04 -0.60 -0.77
H 2.26 0.71 -0.83
C -4.46 0.19 3.11
O -4.97 -1.12 2.95
C -5.34 -1.94 3.90
O -6.01 -2.88 3.70
O -4.91 -1.48 5.17
C -5.20 -2.15 6.33
H -3.64 0.50 2.46
H -4.15 0.49 4.12
H -5.31 0.85 2.95
H -6.28 -2.32 6.36
H -4.77 -1.63 7.19
H -4.66 -3.09 6.22
C -0.59 -0.91 2.63
O -0.13 -2.09 3.25
C -0.88 -3.19 3.19
O -2.02 -3.32 2.73
O -0.26 -4.18 3.76
C -0.86 -5.46 4.06
H -0.87 -0.96 1.58
H 0.19 -0.15 2.64
H -1.43 -0.41 3.11
H -0.18 -6.28 4.28
H -1.45 -5.77 3.20
H -1.61 -5.33 4.85
C -1.25 -0.35 -4.31
O -0.13 -1.21 -4.16
C -0.27 -2.50 -4.61
O -1.27 -2.98 -5.17
O 0.80 -3.18 -4.15
C 0.86 -4.57 -4.38
H -1.06 0.71 -4.09
H -1.97 -0.81 -3.64
H -1.71 -0.42 -5.29
H 0.22 -5.21 -3.77
H 1.89 -4.84 -4.10
H 0.94 -4.88 -5.42
C 6.45 -0.17 0.59
O 5.42 0.81 0.58
C 4.39 0.89 1.49
O 4.20 0.07 2.35
O 3.68 2.08 1.26
C 2.68 2.57 2.07
H 6.91 -0.29 1.58
H 7.15 0.00 -0.22
H 5.96 -1.11 0.35
H 2.57 3.64 1.87
H 3.00 2.54 3.11
H 1.82 1.90 2.04
C 4.62 3.65 -0.94
O 5.94 3.63 -0.40
C 6.99 3.54 -1.26
O 6.96 3.52 -2.47
O 8.09 3.49 -0.47
C 9.40 3.33 -1.06
H 3.91 3.98 -0.18
H 4.30 2.68 -1.34
H 4.57 4.33 -1.79
H 10.17 3.90 -0.55
H 9.26 3.58 -2.11
H 9.57 2.25 -1.01
C -2.97 -2.13 -0.73
O -2.51 -3.50 -0.60
C -1.17 -3.88 -0.56
O -0.24 -3.08 -0.49
O -1.10 -5.22 -0.58
C 0.17 -5.83 -0.54
H -2.56 -1.55 0.10
H -4.06 -2.06 -0.65
H -2.74 -1.77 -1.74
H 0.03 -6.91 -0.41
H 0.89 -5.55 0.22
H 0.70 -5.60 -1.47
C 1.38 4.20 -1.68
O -0.03 4.43 -1.83
C -0.74 3.73 -2.83
O -0.23 2.86 -3.58
O -2.01 4.15 -2.87
C -2.92 3.45 -3.73
H 1.56 3.14 -1.85
H 1.66 4.53 -0.68
H 1.91 4.73 -2.46
H -3.08 2.49 -3.24
H -2.43 3.31 -4.69
H -3.92 3.86 -3.86
```

Orbital gap, eV: 10.79
Largest force on an atom, eV Å⁻¹: 4.21
Lowest unoccupied orbital energy, eV: 0.1760

Entry 4:
Molecular formula: C33H44N7PdS2Sb
Method: DFT, ωB97M-V/def2-TZVPD

Geometry as XYZ:
```
88
C33H44N7PdS2Sb (ωB97M-V/def2-TZVPD)
Pd -0.94 1.23 0.03
C 0.82 1.50 -2.84
N -0.41 2.11 -2.29
C -0.16 3.57 -2.05
C -0.86 4.16 -0.85
N -0.51 3.48 0.42
C 0.95 3.60 0.71
C -1.26 4.06 1.53
C -1.11 5.39 1.84
C -1.82 5.95 2.90
C -2.69 5.18 3.67
C -2.85 3.85 3.37
C -2.14 3.26 2.30
S -2.40 1.60 2.04
C -1.53 1.93 -3.18
C -1.36 1.93 -4.55
C -2.45 1.84 -5.41
C -3.75 1.76 -4.92
C -3.95 1.76 -3.56
C -2.85 1.82 -2.67
S -3.16 1.65 -1.01
H 1.26 2.09 -3.65
H 0.61 0.50 -3.20
H 1.56 1.44 -2.05
H -0.44 4.14 -2.93
H 0.92 3.69 -1.94
H -1.95 4.10 -0.97
H -0.60 5.22 -0.81
H 1.28 4.65 0.68
H 1.52 3.03 -0.02
H 1.14 3.19 1.70
H -0.44 6.02 1.27
H -1.69 7.00 3.13
H -3.24 5.63 4.49
H -3.52 3.23 3.95
H -0.37 2.02 -4.98
H -2.28 1.84 -6.48
H -4.59 1.70 -5.59
H -4.95 1.69 -3.14
C 0.16 -3.65 -2.57
C -0.14 -2.15 -2.62
Sb -0.84 -1.36 -0.75
C -2.91 -1.89 -0.95
C -3.28 -3.29 -1.45
C 0.01 -2.73 0.65
C -0.99 -3.55 1.46
H 0.30 -4.04 -3.58
H -0.64 -4.23 -2.11
H 1.08 -3.86 -2.02
H -0.94 -1.92 -3.33
H 0.74 -1.60 -2.93
H -3.28 -1.14 -1.65
H -3.37 -1.67 0.02
H -2.79 -3.53 -2.39
H -4.36 -3.34 -1.64
H -3.04 -4.07 -0.73
H 0.63 -2.13 1.31
H 0.68 -3.37 0.08
H -1.73 -2.92 1.96
H -0.46 -4.11 2.23
H -1.53 -4.27 0.84
C 2.86 0.66 0.49
C 1.95 0.25 1.60
N 0.65 0.45 1.66
C 0.22 -0.13 2.84
C 1.28 -0.68 3.49
N 2.37 -0.43 2.69
C 3.73 -0.91 3.00
N 3.72 -2.32 3.19
N 3.51 -2.82 4.45
N 3.33 -4.08 4.38
C 3.40 -4.45 3.04
C 3.26 -5.71 2.45
C 3.37 -5.78 1.08
C 3.61 -4.62 0.31
C 3.75 -3.38 0.88
C 3.63 -3.32 2.27
H 2.25 0.93 -0.37
H 3.51 -0.16 0.18
H 3.49 1.51 0.75
H -0.81 -0.15 3.15
H 1.36 -1.22 4.42
H 4.08 -0.45 3.92
H 4.39 -0.64 2.18
H 3.09 -6.59 3.06
H 3.28 -6.73 0.59
H 3.72 -4.73 -0.76
H 3.96 -2.50 0.28
```

Orbital gap (alpha / beta), eV: 8.40 / 5.22
Net charge: +2
Largest force on an atom, eV Å⁻¹: 0.55
Spin multiplicity: 5
Lowest unoccupied orbital energy (alpha / beta), eV: -4.4672 / -7.9700

Entry 5:
Molecular formula: C10H14IrN5O5
Method: DFT, ωB97M-V/def2-TZVPD

Geometry as XYZ:
```
35
C10H14IrN5O5 (ωB97M-V/def2-TZVPD)
Ir -1.01 -0.88 0.74
C 4.91 0.39 -2.42
O 4.08 1.56 -2.49
C 2.92 1.58 -1.89
C 2.19 2.80 -2.02
C 0.97 2.92 -1.44
C 0.39 1.84 -0.70
C -0.87 1.97 -0.10
C -1.67 3.23 -0.14
O -1.47 1.01 0.53
C 1.14 0.64 -0.58
O 0.72 -0.41 0.13
C 2.39 0.52 -1.15
H 5.80 0.63 -2.99
H 4.40 -0.46 -2.87
H 5.18 0.18 -1.38
H 2.64 3.60 -2.59
H 0.42 3.84 -1.55
H -1.07 4.10 0.13
H -2.52 3.15 0.53
H -2.04 3.39 -1.16
H 2.93 -0.41 -1.03
N -1.51 -0.90 2.75
N -2.21 -2.09 3.08
C -2.47 -2.97 2.10
N -3.12 -4.07 2.35
N -2.01 -2.56 0.88
N -2.32 -3.29 -0.34
O -1.89 -2.75 -1.31
O -2.95 -4.31 -0.25
H -0.65 -0.87 3.30
H -2.09 -0.09 3.00
H -2.48 -2.24 4.05
H -3.45 -4.30 3.28
H -3.32 -4.71 1.58
```

Orbital gap, eV: 6.52
Net charge: +2
Largest force on an atom, eV Å⁻¹: 0.72
Lowest unoccupied orbital energy, eV: -8.2617

Entry 6:
Molecular formula: C20H26BN7O4PtS4
Method: DFT, ωB97M-V/def2-TZVPD

Geometry as XYZ:
```
63
C20H26BN7O4PtS4 (ωB97M-V/def2-TZVPD)
Pt -0.61 -1.93 -0.56
C -3.17 -0.49 2.44
N -3.54 0.02 1.13
C -4.05 1.27 0.87
C -4.22 1.34 -0.48
N -3.84 0.14 -1.02
B -3.81 -0.14 -2.57
N -2.40 0.33 -3.09
C -2.15 1.63 -3.45
C -0.82 1.75 -3.72
N -0.28 0.50 -3.53
C 1.13 0.18 -3.67
C -1.25 -0.35 -3.13
S -1.00 -2.05 -2.83
C -3.42 -0.66 -0.03
S -2.85 -2.30 -0.14
H -3.22 0.33 3.15
H -2.16 -0.89 2.39
H -3.85 -1.28 2.74
H -4.24 1.99 1.64
H -4.60 2.13 -1.09
H -3.98 -1.30 -2.79
H -4.63 0.59 -3.07
H -2.94 2.36 -3.51
H -0.23 2.58 -4.04
H 1.62 1.02 -4.15
H 1.24 -0.72 -4.27
H 1.57 0.04 -2.68
O 3.43 0.50 2.01
C 2.53 0.32 2.99
C 2.76 0.98 4.20
C 1.87 0.85 5.25
C 0.74 0.05 5.12
C 0.50 -0.59 3.92
C 1.37 -0.46 2.84
C 1.00 -1.09 1.55
O -0.19 -1.57 1.44
N 1.91 -1.11 0.60
N 1.45 -1.74 -0.56
C 2.39 -2.20 -1.29
S 2.13 -3.09 -2.78
C 3.82 -3.76 -2.81
C 4.75 -2.66 -2.34
S 4.06 -1.98 -0.81
H 3.13 -0.02 1.22
H 3.65 1.60 4.28
H 2.07 1.36 6.18
H 0.06 -0.08 5.96
H -0.37 -1.22 3.80
H 4.02 -4.06 -3.83
H 3.87 -4.63 -2.16
H 4.84 -1.87 -3.09
H 5.74 -3.05 -2.11
N -0.44 2.54 2.13
C 0.55 2.69 1.07
C 0.17 1.93 -0.20
O 0.91 1.84 -1.14
O -1.05 1.39 -0.19
H -0.60 3.41 2.62
H -0.13 1.85 2.81
H -1.48 1.71 0.63
H 1.54 2.33 1.35
H 0.67 3.74 0.79
```

Orbital gap, eV: 7.93
Largest force on an atom, eV Å⁻¹: 0.30
Lowest unoccupied orbital energy, eV: 0.2280

Entry 7:
Molecular formula: C3H8OS
Method: DFT, ωB97M-V/def2-TZVPD

Geometry as XYZ:
```
13
C3H8OS (ωB97M-V/def2-TZVPD)
C 2.51 -1.38 -0.69
O 3.32 -0.58 -1.21
H 2.20 -1.22 0.39
H 2.33 -2.23 -1.32
C 0.21 0.68 0.39
S -1.07 -0.67 -0.14
C -2.55 0.44 0.15
H 0.65 0.44 1.44
H -0.26 1.73 0.52
H 1.17 0.91 -0.17
H -3.50 -0.02 -0.19
H -2.65 0.55 1.20
H -2.36 1.36 -0.35
```

Orbital gap, eV: 9.52
Largest force on an atom, eV Å⁻¹: 4.39
Lowest unoccupied orbital energy, eV: 0.6307